Entry 1:
Computed, not measured: a molecular structure, C47H57BCl4N10O2S5Sr, with the ωB97M-V functional and the def2-TZVPD basis.

charge	0
relative energy (zero: lowest compared OMol25 entry of this formula, charge and spin)	26.6	kJ/mol
E_tot	-6410.8797	hartree
HOMO energy	-6.894	eV
frontier orbital gap	7.354	eV

Geometry (Å):
Sr1 0.855 -0.239 0.215
C1 0.261 4.387 -1.452
C2 -0.527 5.159 -0.393
C3 -1.320 6.248 -1.114
C4 0.383 5.835 0.639
N1 -1.484 4.252 0.297
C5 -2.853 4.456 0.311
C6 -3.403 3.462 1.025
N2 -2.398 2.632 1.461
B1 -2.737 1.344 2.235
N3 -1.676 1.138 3.361
C7 -1.613 2.120 4.324
C8 -0.625 1.815 5.179
N4 -0.058 0.627 4.756
C9 -0.709 0.228 3.616
S1 -0.404 -1.183 2.705
C10 1.058 -0.051 5.475
C11 0.600 -1.429 5.960
C12 1.434 0.783 6.698
C13 2.281 -0.144 4.561
N5 -2.977 0.117 1.316
C14 -3.621 -0.974 1.865
C15 -4.017 -1.784 0.876
N6 -3.611 -1.215 -0.324
C16 -2.956 -0.035 -0.038
S2 -2.269 1.030 -1.166
C17 -4.010 -1.748 -1.656
C18 -4.690 -3.100 -1.448
C19 -5.010 -0.777 -2.294
C20 -2.814 -1.977 -2.587
C21 -1.215 3.115 1.013
S3 0.320 2.475 1.381
H1 0.854 5.081 -2.050
H2 -0.424 3.853 -2.113
H3 0.926 3.659 -1.000
H4 -0.615 6.897 -1.630
H5 -1.894 6.860 -0.417
H6 -1.991 5.818 -1.860
H7 1.084 6.499 0.130
H8 0.945 5.095 1.200
H9 -0.215 6.424 1.337
H10 -3.330 5.274 -0.192
H11 -4.433 3.267 1.262
H12 -3.786 1.553 2.796
H13 -2.283 2.962 4.315
H14 -0.284 2.363 6.036
H15 -0.238 -1.325 6.653
H16 1.422 -1.928 6.478
H17 0.289 -2.050 5.125
H18 0.593 0.902 7.383
H19 1.812 1.767 6.414
H20 2.228 0.261 7.230
H21 2.114 -0.837 3.745
H22 3.149 -0.481 5.132
H23 2.503 0.835 4.132
H24 -3.738 -1.078 2.929
H25 -4.540 -2.719 0.941
H26 -5.598 -3.012 -0.851
H27 -4.009 -3.805 -0.967
H28 -4.966 -3.500 -2.423
H29 -5.901 -0.681 -1.671
H30 -5.308 -1.149 -3.277
H31 -4.556 0.205 -2.411
H32 -2.073 -2.614 -2.108
H33 -2.340 -1.040 -2.855
H34 -3.161 -2.478 -3.494
Cl1 -0.937 -3.546 0.217
C22 -0.389 -4.834 -0.878
Cl2 0.333 -4.189 -2.362
H35 -1.243 -5.437 -1.157
H36 0.367 -5.412 -0.359
S4 4.690 2.682 -1.233
C23 3.281 2.060 -0.443
N7 2.733 1.037 -0.993
C24 3.436 0.620 -2.107
C25 3.157 -0.508 -2.878
C26 3.983 -0.801 -3.944
C27 5.070 0.021 -4.264
C28 5.369 1.135 -3.505
C29 4.552 1.417 -2.415
H37 2.907 2.526 0.460
H38 2.318 -1.140 -2.614
H39 3.796 -1.691 -4.533
H40 5.698 -0.229 -5.109
H41 6.223 1.758 -3.736
C30 -2.246 0.615 -5.339
N8 -0.905 0.363 -5.814
C31 -0.570 -0.274 -6.998
C32 0.771 -0.343 -7.060
N9 1.251 0.264 -5.914
C33 0.226 0.711 -5.138
S5 0.359 1.550 -3.711
H42 -2.739 1.374 -5.948
H43 -2.183 0.971 -4.311
H44 -2.833 -0.302 -5.370
H45 -1.310 -0.620 -7.698
H46 1.420 -0.745 -7.818
H47 2.210 0.350 -5.623
Cl3 6.624 -2.532 4.698
C34 5.322 -3.645 5.018
C35 4.756 -3.645 6.275
C36 3.713 -4.511 6.554
C37 3.268 -5.370 5.567
C38 3.850 -5.374 4.310
Cl4 3.244 -6.564 3.196
C39 4.904 -4.496 3.975
N10 5.569 -4.422 2.773
C40 5.114 -4.821 1.481
C41 5.822 -5.806 0.804
C42 5.408 -6.233 -0.445
C43 4.273 -5.670 -1.011
C44 3.582 -4.670 -0.344
C45 3.999 -4.210 0.902
C46 3.271 -3.136 1.667
C47 2.624 -2.002 0.872
O1 2.839 -0.834 1.272
O2 1.833 -2.266 -0.076
H48 5.126 -2.963 7.027
H49 3.257 -4.519 7.534
H50 2.465 -6.064 5.768
H51 6.361 -3.801 2.784
H52 6.684 -6.250 1.287
H53 5.957 -7.010 -0.961
H54 3.921 -6.011 -1.977
H55 2.711 -4.219 -0.797
H56 3.940 -2.673 2.389
H57 2.442 -3.584 2.234

Results of the Mulliken charge analysis, in e, for atoms 1 through 6:
1 Sr 2.1911
2 C -1.3435
3 C 1.4358
4 C -2.2933
5 C -1.6971
6 N 0.6240

---

Entry 2:
Computed, not measured: a molecular structure, C20H30NO3PReS, with the ωB97M-V functional and the def2-TZVPD basis.

charge	+2
<S²>	3.798
E_tot	-1877.5793	hartree
HOMO energy (alpha / beta)	-14.558 / -14.429	eV
spin multiplicity	4
frontier orbital gap (alpha / beta)	6.605 / 4.691	eV

Geometry (Å):
C1 0.696 3.052 -4.000
C2 -0.579 2.542 -3.756
C3 -0.779 1.482 -2.860
C4 0.311 1.054 -2.063
C5 1.617 1.530 -2.372
C6 1.804 2.534 -3.326
C7 -2.122 0.849 -2.732
C8 -2.057 -0.633 -2.243
N1 -2.277 -1.545 -3.304
Re1 -0.052 0.015 -0.295
C9 2.769 0.879 -1.674
P1 2.044 -0.727 -1.004
H1 -1.446 2.945 -4.281
H2 2.826 2.874 -3.528
H3 0.846 3.845 -4.729
H4 3.161 1.476 -0.837
H5 3.604 0.668 -2.358
H6 -2.750 1.384 -2.001
H7 -2.649 0.870 -3.698
H8 -1.014 -0.855 -1.757
C10 3.355 -1.620 -0.151
C11 2.064 -1.647 -2.606
H9 -2.843 -0.811 -1.493
C12 -1.302 -1.599 -4.355
C13 -3.004 -2.752 -3.023
H10 0.259 -1.666 0.124
H11 -1.721 -2.181 -5.186
H12 -1.062 -0.584 -4.693
H13 -0.350 -2.071 -4.053
H14 -3.271 -3.238 -3.971
H15 -2.441 -3.474 -2.403
H16 -3.917 -2.490 -2.470
H17 3.091 -1.703 -2.997
H18 1.692 -2.666 -2.434
H19 1.435 -1.156 -3.359
H20 4.300 -1.579 -0.715
H21 3.515 -1.217 0.856
H22 3.048 -2.673 -0.068
H23 -0.769 -1.546 0.030
C14 0.432 0.732 8.297
C15 0.053 0.760 6.844
C16 -0.165 -0.432 6.143
C17 -0.490 -0.407 4.784
C18 -0.602 0.817 4.146
C19 -0.424 2.025 4.830
C20 -0.102 1.986 6.190
S1 -1.233 0.801 2.422
O1 0.109 0.212 1.763
O2 -2.306 -0.196 2.499
O3 -1.602 0.789 -0.191
H24 -0.342 0.247 8.897
H25 1.363 0.192 8.494
H26 0.553 1.748 8.678
H27 -0.082 -1.385 6.670
H28 -0.677 -1.338 4.251
H29 -0.549 2.974 4.306
H30 0.031 2.907 6.764

Results of the Mulliken charge analysis, in e, for atoms 1 through 6:
1 C -0.6584
2 C -0.8251
3 C 0.9733
4 C 0.4264
5 C 0.8539
6 C -0.8000

---

Entry 3:
Computed, not measured: a molecular structure, C17H25FeN9SbSe5, with the ωB97M-V functional and the def2-TZVPD basis.

charge	0
relative energy (zero: lowest compared OMol25 entry of this formula, charge and spin)	31.2	kJ/mol
<S²>	8.793
E_tot	-14666.7442	hartree
HOMO energy (alpha / beta)	-5.900 / -7.588	eV
spin multiplicity	6
frontier orbital gap (alpha / beta)	5.224 / 6.881	eV

Geometry (Å):
Fe1 0.075 0.254 0.017
N1 -4.214 0.741 -0.514
C1 -4.087 2.059 -0.129
C2 -2.758 2.256 0.101
N2 -2.086 1.088 -0.129
C3 -2.969 0.204 -0.499
C4 -2.527 -1.145 -0.811
N3 -1.252 -1.459 -0.762
C5 -1.185 -2.801 -1.056
C6 -2.431 -3.289 -1.297
N4 -3.281 -2.213 -1.145
H1 -5.076 0.283 -0.745
H2 -4.934 2.716 -0.054
H3 -2.245 3.150 0.414
H4 -0.256 -3.341 -1.079
H5 -2.783 -4.271 -1.555
H6 -4.280 -2.241 -1.229
C7 2.355 -0.194 2.057
N5 1.808 -1.000 0.946
C8 1.335 -2.268 1.528
C9 2.929 -1.268 0.022
C10 2.532 -1.973 -1.256
N6 1.838 -1.088 -2.177
C11 1.092 -1.846 -3.170
C12 2.784 -0.225 -2.884
H7 3.193 -0.721 2.530
H8 1.583 -0.019 2.800
H9 2.706 0.766 1.683
H10 2.180 -2.829 1.946
H11 0.843 -2.883 0.782
H12 0.617 -2.056 2.314
H13 3.690 -1.857 0.552
H14 3.373 -0.304 -0.227
H15 1.877 -2.817 -1.021
H16 3.439 -2.405 -1.717
H17 1.754 -2.486 -3.776
H18 0.585 -1.150 -3.838
H19 0.338 -2.475 -2.696
H20 2.243 0.487 -3.508
H21 3.393 0.350 -2.193
H22 3.449 -0.823 -3.528
Se1 0.515 5.842 -1.875
Sb1 1.631 3.921 -2.634
Se2 1.813 2.272 -0.676
Se3 0.129 1.748 -2.354
Se4 3.236 3.658 -4.331
Se5 -2.437 -1.166 3.102
N7 -2.564 0.293 4.157
C13 -1.726 1.200 3.644
C14 -1.505 2.511 4.094
C15 -0.626 3.320 3.375
C16 0.008 2.848 2.231
N8 -0.160 1.595 1.780
C17 -0.984 0.790 2.471
N9 -1.156 -0.447 2.027
H23 -2.027 2.877 4.968
H24 -0.445 4.340 3.683
H25 0.652 3.488 1.642

Results of the Mulliken charge analysis, in e, for atoms 1 through 6:
1 Fe 1.6196
2 N -0.1104
3 C -0.8129
4 C -0.7085
5 N 0.9050
6 C -0.1072

---

Entry 4:
Computed, not measured: a molecular structure, C25H22N3O6Pt, with the ωB97M-V functional and the def2-TZVPD basis.

charge	+1
relative energy (zero: lowest compared OMol25 entry of this formula, charge and spin)	21.4	kJ/mol
E_tot	-1700.7294	hartree
HOMO energy	-11.126	eV
frontier orbital gap	7.358	eV

Geometry (Å):
Pt1 -0.967 1.079 -1.329
N1 -1.353 0.701 -5.278
C1 -1.550 1.012 -4.019
O1 -0.527 1.184 -3.279
C2 -2.925 1.160 -3.428
C3 -2.816 1.582 -1.956
H1 -0.413 0.553 -5.613
H2 -2.125 0.563 -5.909
H3 -3.471 0.223 -3.552
H4 -3.459 1.921 -4.004
H5 -3.589 1.151 -1.327
H6 -2.819 2.667 -1.853
O2 3.678 1.860 -0.161
C4 3.312 3.140 -0.316
C5 4.299 4.110 -0.123
C6 3.990 5.443 -0.267
C7 2.697 5.862 -0.601
C8 1.721 4.917 -0.790
C9 2.011 3.547 -0.654
C10 0.962 2.572 -0.870
O3 -0.236 2.949 -1.216
O4 1.143 1.318 -0.753
H7 2.909 1.284 -0.301
H8 5.295 3.781 0.139
H9 4.767 6.183 -0.115
H10 2.473 6.914 -0.705
H11 0.711 5.207 -1.045
O5 -0.342 -2.406 -2.797
C11 -0.461 -2.114 -1.643
N2 -0.118 -2.782 -0.507
C12 -0.464 -2.119 0.760
C13 -0.966 -0.824 0.155
O6 -1.288 0.356 0.585
N3 -1.051 -0.901 -1.158
C14 0.754 -1.960 1.662
C15 1.583 -3.061 1.852
C16 2.676 -2.977 2.697
C17 2.948 -1.790 3.364
C18 2.122 -0.694 3.180
C19 1.024 -0.775 2.333
C20 -1.647 -2.777 1.482
C21 -2.040 -4.078 1.204
C22 -3.092 -4.648 1.908
C23 -3.755 -3.922 2.884
C24 -3.361 -2.620 3.163
C25 -2.308 -2.049 2.467
H12 0.230 -3.724 -0.565
H13 1.380 -4.003 1.355
H14 3.316 -3.839 2.834
H15 3.797 -1.725 4.031
H16 2.331 0.236 3.692
H17 0.393 0.094 2.201
H18 -1.544 -4.661 0.439
H19 -3.392 -5.664 1.689
H20 -4.576 -4.368 3.430
H21 -3.870 -2.049 3.927
H22 -1.997 -1.038 2.702

Results of the Mulliken charge analysis, in e, for atoms 1 through 6:
1 Pt 0.6946
2 N -0.3453
3 C 0.8865
4 O -0.8111
5 C -0.9998
6 C -0.5581

---

Entry 5:
Computed, not measured: C6H11N in the gas phase, with the ωB97M-V functional and the def2-TZVPD basis.

charge	0
relative energy (zero: lowest compared OMol25 entry of this formula, charge and spin)	16.6	kJ/mol
SMILES	CCC(C)(C)C#N
E_tot	-289.9654	hartree
HOMO energy	-11.324	eV
frontier orbital gap	12.116	eV

Geometry (Å):
C1 2.166 0.136 0.228
C2 0.889 -0.688 -0.034
C3 -0.501 0.039 0.057
C4 -1.682 -0.921 0.352
C5 -0.887 0.852 -1.198
C6 -0.347 0.952 1.206
N1 -0.079 1.621 2.111
H1 2.302 0.978 -0.460
H2 3.031 -0.526 0.104
H3 2.211 0.533 1.248
H4 0.887 -1.497 0.708
H5 0.983 -1.162 -1.018
H6 -1.552 -1.478 1.284
H7 -2.612 -0.345 0.440
H8 -1.826 -1.637 -0.466
H9 -1.872 1.314 -1.055
H10 -0.176 1.650 -1.425
H11 -0.967 0.192 -2.070

Results of the Mulliken charge analysis, in e, for atoms 1 through 6:
1 C -1.2470
2 C -0.6899
3 C 1.8529
4 C -1.7192
5 C -1.6092
6 C -0.1115

---

Entry 6:
Computed, not measured: 12 unconnected molecules or ions with the total composition C46H46F7N5O21, with the ωB97M-V functional and the def2-TZVPD basis.

charge	0
SMILES	O=C1OC[C@@H](F)O1.O=C1OC[C@@H](F)O1.O=C1OC[C@@H](F)O1.O=C1OC[C@@H](F)O1.O=C1OC[C@@H](F)O1.O=C1OC[C@@H](F)O1.O=C1OC[C@@H](F)O1.c1ccncc1.c1ccncc1.c1ccncc1.c1ccncc1.c1ccncc1
E_tot	-4333.4115	hartree
HOMO energy	-9.565	eV
frontier orbital gap	9.925	eV

Geometry (Å):
O1 1.647 2.037 -5.431
C1 1.220 2.649 -4.476
O2 1.903 3.525 -3.824
C2 1.157 4.003 -2.709
C3 -0.296 3.399 -2.981
F1 -1.202 4.362 -3.361
O3 -0.063 2.526 -4.001
H1 1.669 3.624 -1.753
H2 1.017 5.056 -2.701
H3 -0.660 2.913 -2.080
O4 -1.552 -4.962 -2.631
C4 -1.021 -4.854 -1.587
O5 -1.438 -5.557 -0.480
C5 -0.741 -5.040 0.680
C6 0.465 -4.307 0.054
F2 1.598 -5.101 0.063
O6 0.058 -4.090 -1.272
H4 -1.411 -4.370 1.251
H5 -0.301 -5.912 1.277
H6 0.705 -3.335 0.495
O7 -4.087 -1.330 -3.198
C7 -2.955 -1.525 -3.368
O8 -2.482 -1.719 -4.640
C8 -1.069 -1.906 -4.532
C9 -0.725 -1.413 -3.159
F3 -0.367 -0.049 -3.114
O9 -1.966 -1.508 -2.457
H7 -0.797 -2.951 -4.544
H8 -0.520 -1.432 -5.284
H9 -0.033 -1.992 -2.552
O10 -3.087 3.895 2.176
C10 -2.486 4.952 2.188
O11 -1.324 5.118 2.904
C11 -1.036 6.558 2.816
C12 -1.831 7.013 1.647
F4 -1.073 7.066 0.522
O12 -2.799 5.985 1.404
H10 -1.329 7.023 3.712
H11 0.021 6.684 2.613
H12 -2.380 7.986 1.779
O13 -5.471 1.581 -2.280
C13 -4.901 1.673 -3.320
O14 -5.407 1.351 -4.549
C14 -4.365 1.441 -5.509
C15 -3.230 2.181 -4.813
F5 -3.200 3.503 -5.261
O15 -3.620 2.195 -3.410
H13 -4.180 0.434 -5.916
H14 -4.635 2.038 -6.330
H15 -2.137 1.892 -4.858
O16 5.385 -0.804 1.863
C16 5.021 -1.928 1.813
O17 5.830 -3.014 1.575
C17 5.006 -4.199 1.536
C18 3.702 -3.702 2.171
F6 3.710 -4.055 3.466
O18 3.780 -2.317 2.024
H16 4.916 -4.581 0.511
H17 5.479 -4.953 2.155
H18 2.748 -4.048 1.724
O19 0.034 2.843 5.518
C19 -0.823 2.148 5.116
O20 -0.639 0.939 4.540
C20 -1.914 0.502 3.990
C21 -2.872 1.277 4.851
F7 -3.302 0.635 6.018
O21 -2.140 2.406 5.327
H19 -1.934 0.802 2.969
H20 -2.098 -0.581 4.035
H21 -3.704 1.664 4.287
C22 -5.164 -1.636 -0.167
C23 -5.070 -0.347 0.368
C24 -4.275 -0.076 1.396
N1 -3.599 -1.045 2.047
C25 -3.587 -2.247 1.486
C26 -4.357 -2.586 0.392
H22 -5.744 -1.826 -1.028
H23 -5.550 0.438 -0.170
H24 -4.178 0.931 1.686
H25 -2.904 -2.964 1.973
H26 -4.481 -3.609 0.084
C27 5.940 1.287 -0.769
C28 6.191 1.963 -1.897
C29 5.284 2.992 -2.221
N2 4.293 3.345 -1.442
C30 4.186 2.700 -0.331
C31 4.849 1.600 0.030
H27 6.638 0.474 -0.514
H28 7.108 1.783 -2.485
H29 5.510 3.606 -3.102
H30 3.295 2.931 0.227
H31 4.598 1.066 0.954
C32 -0.353 2.177 1.198
C33 0.817 1.914 1.861
C34 1.450 0.686 1.740
N3 0.900 -0.331 1.081
C35 -0.247 -0.117 0.488
C36 -0.907 1.083 0.564
H32 -0.822 3.096 1.228
H33 1.352 2.693 2.343
H34 2.243 0.415 2.346
H35 -0.760 -0.934 0.014
H36 -1.898 1.186 0.050
C37 0.471 -2.944 6.059
C38 0.988 -2.490 4.882
C39 0.225 -2.511 3.739
N4 -0.972 -3.022 3.748
C40 -1.552 -3.398 4.895
C41 -0.869 -3.325 6.089
H37 1.224 -2.965 6.899
H38 1.991 -2.111 4.894
H39 0.567 -2.140 2.819
H40 -2.477 -3.860 4.839
H41 -1.287 -3.766 6.956
C42 4.031 -1.352 -2.251
C43 3.539 -0.433 -3.193
C44 2.578 -0.839 -4.104
N5 2.175 -2.082 -4.209
C45 2.691 -2.979 -3.330
C46 3.534 -2.672 -2.259
H42 4.675 -1.032 -1.449
H43 3.819 0.570 -3.188
H44 2.240 -0.192 -4.892
H45 2.340 -4.003 -3.481
H46 3.842 -3.449 -1.588

Results of the Mulliken charge analysis, in e, for atoms 1 through 6:
1 O -0.6406
2 C 0.5906
3 O -0.3004
4 C -0.0467
5 C 0.5920
6 F -0.3863

---

Entry 7:
Computed, not measured: a molecular structure, C13H23ClHgNO4P, with the ωB97M-V functional and the def2-TZVPD basis.

charge	0
relative energy (zero: lowest compared OMol25 entry of this formula, charge and spin)	112.3	kJ/mol
E_tot	-1819.4259	hartree
HOMO energy	-7.898	eV
frontier orbital gap	7.127	eV

Geometry (Å):
C1 3.715 -0.234 -0.631
C2 3.036 -0.656 0.507
C3 1.637 -0.806 0.492
C4 0.948 -0.672 -0.716
C5 1.618 -0.165 -1.831
C6 3.007 0.018 -1.803
C7 0.960 -1.111 1.802
C8 1.317 -0.086 2.918
N1 1.003 1.284 2.617
Hg1 -1.058 -1.537 -0.966
C9 0.859 0.204 -3.087
P1 -0.908 0.420 -2.642
H1 3.581 -0.885 1.427
H2 3.509 0.362 -2.711
H3 4.796 -0.100 -0.605
H4 0.914 -0.585 -3.857
H5 1.211 1.147 -3.535
H6 -0.133 -1.160 1.699
H7 1.297 -2.091 2.179
H8 0.728 -0.348 3.813
C10 -1.814 0.529 -4.203
C11 -0.907 2.085 -1.916
H9 2.392 -0.147 3.150
C12 1.995 2.231 2.222
C13 -0.338 1.756 2.794
H10 -2.299 -2.787 -0.385
H11 2.150 2.997 3.005
H12 2.945 1.718 2.019
H13 1.674 2.762 1.309
H14 -0.392 2.509 3.602
H15 -0.712 2.239 1.875
H16 -0.985 0.905 3.050
H17 -0.327 2.767 -2.554
H18 -1.944 2.439 -1.843
H19 -0.466 2.070 -0.910
H20 -1.304 1.207 -4.902
H21 -1.898 -0.471 -4.652
H22 -2.824 0.909 -3.990
H23 -2.857 -2.677 0.189
O1 -5.478 -3.415 0.123
Cl1 -4.885 -3.259 1.421
O2 -5.747 -2.596 2.352
O3 -4.359 -4.493 1.931
O4 -3.655 -2.278 1.244

Results of the Mulliken charge analysis, in e, for atoms 1 through 6:
1 C -0.5970
2 C -0.7536
3 C 1.4150
4 C -1.1021
5 C 1.4167
6 C -0.9079